A cluster of 2 separate species, C13H19N in total in a non-equilibrium geometry, computed with wB97M-V/def2-TZVPD.

Output
Total energy ... -15279.166 eV
Frontier orbital gap ... 8.71 eV
Relative energy (zero: lowest compared OMol25 entry of this formula, charge and spin) ... 14.9 kcal per mole
Structure (SMILES) ... CCc1c[nH]c2ccccc12.CCC

Cartesian coordinates (Å):
C (1.22, 3.17, 0.78)
H (-0.96, -1.12, 2.29)
H (1.21, 3.72, 1.73)
H (-2.87, -2.80, 1.73)
H (2.53, -0.14, -3.03)
C (-1.10, -0.67, -1.60)
H (0.32, 1.72, 2.71)
H (-0.46, -2.76, 2.15)
C (0.02, -0.94, -0.77)
H (2.14, 2.59, 0.69)
H (-0.84, 3.11, 0.32)
C (1.30, -0.79, -1.31)
C (-0.50, 1.70, 1.98)
H (0.62, 0.50, -4.31)
H (-1.64, 0.04, -3.56)
H (1.98, -2.31, 1.49)
C (-2.23, -2.26, 1.03)
H (1.23, 4.04, 0.13)
C (0.17, -1.64, 0.50)
H (-0.79, 0.66, 1.82)
N (2.21, -1.34, -0.43)
C (-0.84, -1.92, 1.56)
C (-0.84, -0.24, -2.87)
C (-0.09, 2.40, 0.69)
H (-1.32, 2.22, 2.49)
H (-0.10, 1.66, -0.11)
C (1.56, -0.33, -2.60)
H (-2.19, -2.93, 0.17)
C (1.51, -1.83, 0.65)
C (0.45, 0.01, -3.36)
H (-2.79, -1.36, 0.78)
H (3.20, -1.39, -0.53)
H (-2.11, -0.75, -1.23)



A structure of composition C13H19N in a non-equilibrium geometry, computed with wB97M-V/def2-TZVPD.

Output
Total energy ... -15273.070 eV
Frontier orbital gap ... 8.32 eV
Relative energy (zero: lowest compared OMol25 entry of this formula, charge and spin) ... 155.5 kcal per mole

Cartesian coordinates (Å):
C (-3.06, -1.00, -1.19)
H (-2.24, 2.12, -1.87)
H (-0.94, -1.67, 1.45)
C (-2.30, -0.11, 0.96)
C (-1.13, 1.86, -1.95)
C (-0.69, 0.82, -1.22)
H (2.60, -1.27, -1.38)
H (-3.44, 0.88, 2.31)
C (3.22, -0.66, -0.69)
H (5.34, -0.60, -1.14)
H (4.74, -2.11, -1.15)
H (-2.17, -1.32, 2.73)
C (-1.86, -1.86, -0.76)
C (2.76, 0.40, -0.04)
H (-3.58, 1.36, 0.53)
H (-0.73, -0.39, 2.47)
C (1.06, 2.18, 0.63)
C (4.63, -1.18, -0.66)
C (-1.95, -0.42, -0.45)
H (-1.04, -1.94, -1.42)
H (-4.03, -1.25, -0.72)
C (-1.47, -0.96, 2.01)
H (1.77, 2.34, 1.37)
H (3.36, 0.95, 0.61)
H (-3.13, -0.70, -2.20)
C (-3.28, 0.75, 1.33)
H (0.03, 2.13, 0.81)
C (1.42, 0.90, -0.24)
H (-2.13, -2.57, -0.07)
H (-0.25, 2.26, -2.39)
H (1.23, 3.07, 0.03)
H (4.79, -1.24, 0.40)
N (0.53, 0.36, -1.01)



The ion C13H19N2 with charge +1 in a non-equilibrium geometry, computed with wB97M-V/def2-TZVPD.

Output
Total energy ... -16757.778 eV
Frontier orbital gap (spin up / spin down) ... 7.07 / 6.94 eV
Charge ... +1
Relative energy (zero: lowest compared OMol25 entry of this formula, charge and spin) ... 127.5 kcal per mole

Cartesian coordinates (Å):
H (-1.42, 3.64, 0.11)
C (-1.01, 2.86, -0.60)
H (-2.24, -0.64, -2.31)
C (-2.66, -0.98, 0.66)
C (-1.50, -1.24, -1.62)
C (-1.41, -0.88, -0.15)
C (2.65, 0.91, 1.04)
H (4.13, 0.28, 2.33)
H (0.78, 3.73, -0.72)
H (-3.02, -1.96, 1.13)
H (-3.39, -0.56, 0.05)
H (-0.54, -1.07, -1.99)
H (3.65, -1.96, -1.37)
H (2.32, 1.70, 1.72)
C (3.32, -1.12, -0.60)
C (-0.33, -1.79, 0.46)
N (0.98, 1.62, -0.68)
H (-1.67, -2.30, -1.71)
C (-0.93, 0.51, -0.30)
H (-0.17, -2.79, 0.15)
C (4.11, -0.93, 0.48)
H (-2.67, -0.34, 1.46)
H (-1.04, 3.01, -1.66)
H (-0.36, -2.00, 1.52)
C (3.62, -0.01, 1.42)
H (4.82, -1.70, 0.84)
C (2.30, -0.30, -0.99)
C (0.51, 2.78, -0.19)
N (-1.60, 1.56, -0.28)
H (-2.68, 1.59, -0.31)
H (0.76, 3.08, 0.85)
H (1.73, -0.46, -1.90)
H (0.71, -1.32, 0.23)
C (1.96, 0.84, -0.23)



A cluster of 3 separate species, C13H19N2O11 in total in a non-equilibrium geometry, computed with wB97M-V/def2-TZVPD.

Output
Total energy ... -39288.309 eV
Frontier orbital gap ... 7.37 eV
Charge ... -1
Relative energy (zero: lowest compared OMol25 entry of this formula, charge and spin) ... 125.8 kcal per mole

Cartesian coordinates (Å):
H (-0.39, -1.17, 3.51)
H (6.01, -2.13, 3.37)
C (-2.76, 1.91, -7.04)
H (5.25, -0.55, 3.68)
C (-2.45, -1.10, 1.45)
N (-0.91, 0.77, 1.31)
O (2.76, -3.98, 4.10)
O (3.59, -2.90, 2.26)
H (-0.11, -2.42, 2.12)
H (-3.88, -2.18, 2.88)
O (-3.73, 1.52, -6.16)
C (-1.10, 1.64, 2.51)
H (-2.26, 3.39, -4.79)
H (-3.77, 1.66, -4.09)
H (-1.02, 1.89, -3.11)
C (-1.95, 2.36, -5.02)
H (1.03, -0.85, 2.29)
C (5.18, -1.72, 0.88)
C (-3.09, 1.40, -4.90)
H (-1.84, 3.53, 2.40)
H (4.56, -1.76, -0.03)
O (4.20, -2.21, 4.32)
O (-0.76, 1.55, -1.12)
C (4.29, -1.68, 2.11)
O (-1.62, 2.29, -6.40)
H (5.80, -2.62, 0.87)
H (-4.56, -0.54, 2.14)
C (5.06, -1.58, 3.39)
H (0.04, 2.73, -4.27)
C (-3.59, -1.06, 2.62)
H (-2.77, 0.36, -4.78)
H (-0.32, 1.03, -4.50)
H (-3.29, -0.52, 3.61)
C (-0.75, 1.98, -4.17)
C (3.46, -3.11, 3.61)
C (-0.09, -1.26, 2.37)
O (-2.87, 1.74, 0.01)
O (-2.90, 1.90, -8.26)
H (5.83, -0.84, 0.83)
O (-0.93, 3.12, 2.29)
H (3.55, -0.87, 2.02)
N (-1.06, -0.56, 1.49)
C (-1.60, 1.34, 0.10)
O (-1.43, 1.29, 3.75)
O (-2.81, -1.77, 0.32)



A structure of composition C13H19N2O6PtS2, computed with wB97M-V/def2-TZVPD.

Output
Total energy ... -53961.302 eV
Frontier orbital gap (spin up / spin down) ... 9.22 / 6.24 eV
2S+1 ... 5
Charge ... +1
Relative energy (zero: lowest compared OMol25 entry of this formula, charge and spin) ... 0.6 kcal per mole

Cartesian coordinates (Å):
Pt (0.80, 0.11, -0.33)
H (-0.22, 0.33, 2.62)
H (0.49, 3.29, -1.11)
H (-4.19, -2.36, -3.12)
N (0.30, 1.73, 1.20)
S (0.63, -1.06, -2.58)
H (0.42, 3.85, 1.26)
O (-0.29, 0.10, -2.52)
H (4.75, 0.73, 0.66)
H (-0.70, 1.84, 1.03)
C (-4.72, -3.59, 0.01)
C (-2.93, -1.99, -1.45)
H (3.72, 1.95, 1.38)
H (0.28, 1.87, 3.32)
C (1.02, 2.99, 0.96)
H (1.90, -0.14, 3.53)
H (-3.44, -3.23, 1.70)
O (0.34, -1.84, -1.29)
H (2.06, 3.97, -0.66)
O (0.62, -1.85, -3.75)
S (2.65, -0.19, 1.28)
C (0.50, 1.14, 2.53)
C (-3.64, -3.04, 0.65)
H (1.83, 1.78, -2.02)
H (1.92, 3.00, 1.58)
O (-0.99, -2.58, 1.17)
H (-5.75, -3.79, -1.85)
C (-4.91, -3.35, -1.34)
H (4.01, 2.53, -0.95)
C (-4.02, -2.54, -2.07)
N (2.00, 1.88, -1.02)
H (3.73, 0.87, -1.48)
C (1.91, 0.61, 2.74)
H (-5.42, -4.22, 0.55)
C (3.74, 1.14, 0.65)
O (2.01, -0.48, -2.23)
H (-2.22, -1.36, -1.99)
O (-1.25, -0.42, 0.58)
H (2.61, 1.38, 3.06)
C (-2.76, -2.21, -0.07)
C (-1.59, -1.62, 0.62)
C (1.39, 3.12, -0.51)
C (3.42, 1.62, -0.76)



A structure of composition C13H19N2PtS in a non-equilibrium geometry, computed with wB97M-V/def2-TZVPD.

Output
Total energy ... -30835.884 eV
Frontier orbital gap (spin up / spin down) ... 4.87 / 5.48 eV
2S+1 ... 5
Charge ... +1

Cartesian coordinates (Å):
H (-2.67, 2.47, 1.91)
C (0.76, -1.51, 0.95)
H (-0.76, -0.89, -1.07)
S (1.05, -0.08, -0.15)
C (0.48, -2.50, 3.13)
H (-1.71, 0.98, -3.12)
H (0.88, -1.98, -3.13)
H (0.44, -2.37, 4.22)
C (-0.72, 3.26, 2.39)
H (0.67, -1.58, -4.73)
H (1.36, 3.88, 2.73)
C (0.66, 3.20, 2.23)
C (-1.04, 1.37, 0.94)
Pt (0.18, 0.43, -3.17)
N (1.03, -1.26, -3.84)
H (0.86, -0.38, 2.76)
H (-0.71, 2.42, -2.16)
C (0.34, 1.30, 0.79)
H (0.30, -4.88, 0.68)
H (2.02, -1.07, -3.94)
C (0.41, -3.89, 1.14)
H (-1.72, 0.63, 0.50)
H (0.76, -2.89, -0.74)
H (-1.11, 4.06, 3.05)
N (0.08, -0.40, -1.38)
C (-1.57, 2.38, 1.75)
C (1.20, 2.23, 1.40)
C (-1.61, 1.97, -2.68)
C (0.73, -1.37, 2.34)
H (0.22, 1.02, -4.70)
C (0.33, -3.74, 2.51)
H (0.16, -4.61, 3.16)
C (0.66, -2.77, 0.33)
H (-2.35, 1.83, -1.86)
H (-1.88, 2.65, -3.49)
H (2.27, 2.08, 1.24)